Entry 1:
ORCA calculation (the ωB97M-V functional and the def2-TZVPD basis) on a structure of composition C33H88F2FeNO15S2 at a distorted geometry.

expectation value of S² = 8.761
total charge = +2
highest occupied orbital energy (alpha / beta) = -13.34 / -13.34 eV
HOMO-LUMO gap (alpha / beta) = 6.695 / 2.587 eV
spin multiplicity = 6
strongest force on any atom = 10.167 eV Å⁻¹

Element x y z (Å)
Fe1 2.8041 0.3031 -1.3295
N1 1.4050 0.4012 0.0096
S1 1.2908 0.1278 1.5250
O1 0.6091 -1.0947 1.8864
O2 1.3224 1.2665 2.4716
F1 2.7982 -0.3820 1.6328
S2 -0.2696 0.8451 -0.0511
O3 -0.5648 2.1021 0.6210
O4 -1.2382 -0.2151 -0.0914
F2 -0.2693 1.2569 -1.6079
C1 3.3795 -3.4373 0.5082
C2 4.1729 -2.5166 -0.4400
C3 5.0328 -3.3246 -1.3656
O5 3.1659 -1.8095 -1.1957
H1 3.8752 -3.9221 1.3491
H2 2.9250 -4.2789 -0.0145
H3 2.4909 -2.9803 0.9438
H4 4.8123 -1.7831 0.0512
H5 5.5410 -2.6374 -2.0421
H6 4.4286 -3.9809 -1.9919
H7 5.8005 -3.8859 -0.8330
H8 2.7311 -2.4196 -1.7959
C4 3.4356 4.4775 -1.5287
C5 2.1541 3.6443 -1.4624
C6 0.9261 4.2822 -2.0712
O6 2.5028 2.4006 -2.0529
H9 3.4879 4.9848 -2.4920
H10 4.3359 3.8744 -1.4108
H11 3.5275 5.2353 -0.7506
H12 1.9329 3.3757 -0.4294
H13 0.1031 3.5675 -2.0617
H14 1.0557 4.4882 -3.1337
H15 0.6122 5.2145 -1.6018
H16 2.9872 2.6161 -2.8532
C7 -5.3029 1.6909 -4.1816
C8 -4.5182 2.7862 -3.4535
C9 -3.0408 2.3635 -3.1516
O7 -4.5248 4.0022 -4.2906
H17 -4.8837 1.4627 -5.1615
H18 -6.3582 1.8643 -4.3922
H19 -5.3239 0.7132 -3.7001
H20 -5.1196 3.0517 -2.5840
H21 -2.9613 1.4108 -2.6279
H22 -2.3918 3.0154 -2.5669
H23 -2.5052 2.4054 -4.1000
H24 -5.4118 4.3686 -4.3155
C10 -4.3990 -1.7443 -2.8983
C11 -3.8628 -3.1116 -2.4697
C12 -3.6729 -3.2872 -0.9819
O8 -4.7379 -4.1034 -2.9784
H25 -5.4290 -1.7034 -2.5441
H26 -4.4116 -1.7407 -3.9882
H27 -3.8251 -0.9229 -2.4692
H28 -2.8902 -3.3269 -2.9122
H29 -4.5838 -3.1198 -0.4072
H30 -2.9556 -2.5802 -0.5650
H31 -3.1911 -4.2567 -0.8557
H32 -4.4669 -4.3097 -3.8760
C13 1.4724 5.3088 2.2248
C14 0.1123 4.5929 2.2971
C15 -0.8061 5.2750 3.2803
O9 -0.4503 4.6056 1.0030
H33 2.1073 4.9928 1.3970
H34 1.9648 5.1385 3.1822
H35 1.3687 6.3819 2.0645
H36 0.1696 3.5376 2.5638
H37 -0.8064 6.3256 2.9900
H38 -0.3669 5.2980 4.2776
H39 -1.8156 4.8645 3.3025
H40 -0.6208 3.6884 0.7769
C16 -0.0974 -3.1257 -1.5695
C17 0.7878 -3.9472 -2.4575
C18 -0.0647 -4.6733 -3.5529
O10 1.7631 -3.1609 -3.0473
H41 0.4961 -2.2819 -1.2176
H42 -0.4198 -3.6326 -0.6600
H43 -0.9446 -2.6522 -2.0657
H44 1.2759 -4.6974 -1.8352
H45 0.6087 -5.0412 -4.3269
H46 -0.8394 -4.0774 -4.0354
H47 -0.4372 -5.6281 -3.1818
H48 2.1960 -3.7471 -3.6723
C19 4.2165 2.6524 3.8869
C20 4.7757 2.7505 2.4910
C21 5.1418 4.1361 2.0984
O11 6.0285 2.0295 2.3730
H49 3.4596 3.4281 4.0028
H50 4.9356 2.9400 4.6539
H51 3.7107 1.7115 4.1037
H52 4.0755 2.2368 1.8324
H53 5.3946 4.2068 1.0404
H54 5.9024 4.6427 2.6924
H55 4.2603 4.7698 2.1963
H56 6.5659 2.3296 3.1097
C22 -1.3625 -1.4687 5.0502
C23 -2.2992 -1.2862 3.8768
C24 -2.3937 -2.5109 2.9835
O12 -3.5255 -1.0520 4.5211
H57 -1.5051 -2.3984 5.6011
H58 -1.4211 -0.5910 5.6939
H59 -0.3436 -1.3766 4.6741
H60 -1.9680 -0.4385 3.2769
H61 -2.9149 -2.3707 2.0365
H62 -2.8445 -3.3391 3.5303
H63 -1.4279 -2.8922 2.6518
H64 -3.4799 -1.6199 5.2938
C25 1.8171 -0.1136 -5.4753
C26 0.9492 0.0757 -4.2286
C27 -0.4067 -0.5691 -4.2697
O13 1.6211 -0.4801 -3.0793
H65 1.1175 0.0424 -6.2965
H66 2.3651 -1.0522 -5.5573
H67 2.5426 0.6804 -5.6519
H68 0.7705 1.1475 -4.1419
H69 -0.9881 -0.2066 -3.4219
H70 -0.4783 -1.6561 -4.3069
H71 -0.9071 -0.3407 -5.2107
H72 1.6178 -1.4208 -3.2704
C28 -4.1917 1.3024 0.0034
C29 -5.6798 0.8774 0.0105
C30 -5.8879 -0.5705 0.3851
O14 -6.2579 1.7230 1.0227
H73 -4.0397 2.3489 -0.2610
H74 -3.6935 0.7117 -0.7653
H75 -3.7166 1.2018 0.9793
H76 -6.1466 1.0710 -0.9553
H77 -5.2900 -0.8317 1.2583
H78 -5.5943 -1.2320 -0.4300
H79 -6.9106 -0.8207 0.6671
H80 -5.7998 1.5244 1.8427
C31 2.4764 -2.6233 4.5824
C32 2.3120 -4.0342 5.1559
C33 3.3676 -4.4723 6.1021
O15 1.0454 -4.0923 5.8021
H81 2.3992 -1.9632 5.4464
H82 1.6139 -2.4275 3.9454
H83 3.3425 -2.3914 3.9624
H84 2.3419 -4.8021 4.3829
H85 3.5417 -3.8052 6.9464
H86 4.3402 -4.5497 5.6162
H87 3.1847 -5.4745 6.4898
H88 1.0517 -3.3356 6.3927

Entry 2:
ORCA calculation (the ωB97M-V functional and the def2-TZVPD basis) on the ion C5H14N2 with charge +1 at a distorted geometry.

expectation value of S² = 0.754
total charge = +1
highest occupied orbital energy (alpha / beta) = -12.64 / -12.58 eV
HOMO-LUMO gap (alpha / beta) = 9.226 / 3.644 eV
spin multiplicity = 2
strongest force on any atom = 3.052 eV Å⁻¹

Element x y z (Å)
C1 0.6718 -1.5943 -1.0402
C2 0.4813 -1.1038 0.4184
C3 -0.7613 -0.2827 0.6381
C4 -0.8142 1.0361 -0.1467
C5 0.3937 1.9151 0.1194
N1 0.4192 2.5503 1.3662
N2 -0.3696 -2.6004 -1.3258
H1 0.5673 -0.7963 -1.7742
H2 1.6599 -2.0545 -1.0759
H3 1.4597 -0.8448 0.8632
H4 0.3244 -2.0247 1.0003
H5 -1.0238 -0.1772 1.6878
H6 -1.5421 -0.9171 0.2282
H7 -0.8064 0.7273 -1.1893
H8 -1.7949 1.4933 0.0595
H9 1.2913 1.2837 0.0039
H10 0.5549 2.6714 -0.6714
H11 -0.2878 2.2267 2.0334
H12 0.2458 3.5614 1.2826
H13 -1.1109 -2.1305 -1.7987
H14 -0.0579 -3.2894 -1.9851

Entry 3:
ORCA calculation (the ωB97M-V functional and the def2-TZVPD basis) on the molecule C4H8O2.

highest occupied orbital energy = -8.42 eV
HOMO-LUMO gap = 8.867 eV
strongest force on any atom = 0.483 eV Å⁻¹

Element x y z (Å)
O1 -1.2630 1.6074 -0.0490
C1 -0.4555 1.1312 -1.1287
C2 0.4925 0.0331 -0.9521
O2 -0.9834 -1.3471 0.0559
C3 1.0120 -0.2035 0.4399
C4 0.3134 -1.5467 0.6350
H1 -0.6927 2.0618 0.5826
H2 0.2629 1.8983 -1.4904
H3 -1.1435 0.9446 -1.9566
H4 -1.4015 -0.5844 0.4940
H5 0.7142 0.4861 1.2506
H6 2.1044 -0.2724 0.4180
H7 0.7993 -2.3136 0.0276
H8 0.2410 -1.8949 1.6731

Entry 4:
ORCA calculation (the ωB97M-V functional and the def2-TZVPD basis) on a cluster of 2 separate species, C4H7N3 in total at a distorted geometry.

highest occupied orbital energy = -8.55 eV
HOMO-LUMO gap = 8.333 eV
strongest force on any atom = 3.750 eV Å⁻¹

Element x y z (Å)
C1 1.9715 0.8041 -0.1195
C2 -1.7973 0.1256 0.2060
C3 -0.5685 1.1173 0.1022
C4 0.6487 0.4294 -0.4028
N1 3.0489 1.2020 0.1239
N2 1.2114 -2.1468 -0.3355
N3 0.6971 -1.4379 0.5016
H1 -1.5836 -0.7449 0.7106
H2 -1.9995 -0.2618 -0.7091
H3 -2.7053 0.4504 0.7430
H4 -0.7706 1.9626 -0.5727
H5 -0.3271 1.5758 1.1356
H6 0.6704 0.0596 -1.3726
H7 1.5040 -3.1352 -0.0108